(1)
The following is a DFT calculation (the ωB97M-V functional and the def2-TZVPD basis) of a single C16H15N5OS molecule.

The calculation puts the energy above the lowest of the compared OMol25 structures with the same formula, charge and spin at 1.0849 eV. Its strongest force on any atom is 0.98 eV Å⁻¹.

Geometry as XYZ:
```
38
Properties=species:S:1:pos:R:3:forces:R:3:lowdin_charge:R:1
O 2.586 0.761 -0.343 0.238 0.082 0.106 0.09
C 1.695 0.598 -1.141 0.146 -0.106 -0.227 -0.55
N 0.532 -0.043 -0.886 -0.449 -0.416 0.265 0.08
N 0.210 -0.474 0.395 0.222 0.295 -0.634 -0.02
C 0.178 0.499 1.399 -0.083 0.489 0.302 -0.21
C 0.682 0.248 2.673 -0.002 -0.071 -0.172 -0.03
C 0.644 1.235 3.639 -0.038 0.058 0.032 -0.08
C 0.121 2.484 3.349 0.001 0.105 0.105 -0.10
C -0.363 2.744 2.079 0.034 0.024 0.048 -0.08
C -0.339 1.761 1.109 -0.024 -0.139 -0.032 -0.02
H -0.722 1.970 0.120 -0.012 -0.025 -0.076 0.10
H -0.765 3.718 1.840 -0.034 0.071 -0.019 0.10
H 0.100 3.254 4.106 -0.001 0.062 0.070 0.10
H 1.041 1.030 4.622 0.038 -0.024 0.073 0.10
H 1.119 -0.714 2.893 0.040 -0.062 0.023 0.12
C 0.175 -1.846 0.624 -0.020 -0.468 -0.114 -0.20
C -0.574 -2.362 1.683 0.004 0.096 -0.018 -0.03
C -0.648 -3.726 1.881 0.037 -0.036 -0.010 -0.09
C 0.002 -4.600 1.023 0.006 -0.163 0.004 -0.11
C 0.726 -4.093 -0.042 -0.056 -0.072 0.068 -0.09
C 0.813 -2.729 -0.246 0.090 0.160 0.014 -0.02
H 1.389 -2.343 -1.074 0.006 0.029 -0.027 0.11
H 1.232 -4.764 -0.720 0.044 -0.046 -0.054 0.10
H -0.061 -5.666 1.181 -0.009 -0.093 0.012 0.10
H -1.227 -4.112 2.707 -0.053 -0.019 0.064 0.10
H -1.100 -1.688 2.342 -0.042 0.035 0.044 0.11
H -0.214 -0.033 -1.591 0.215 0.043 0.276 0.10
C 1.770 1.108 -2.580 -0.250 0.248 0.084 -0.34
H 2.808 1.332 -2.824 -0.083 -0.064 0.053 0.09
H 1.344 0.404 -3.292 0.079 -0.032 -0.031 0.08
S 0.888 2.693 -2.778 0.407 0.112 0.075 0.99
C -0.740 2.134 -2.971 -0.267 -0.078 -0.108 -0.68
N -1.192 0.898 -2.849 0.441 0.172 -0.100 0.05
C -2.513 1.015 -3.110 0.010 0.414 -0.096 -0.21
N -2.896 2.233 -3.380 -0.966 0.091 -0.160 0.05
N -1.766 2.952 -3.293 0.653 -0.441 0.203 0.01
H -1.759 3.946 -3.455 -0.054 -0.097 -0.013 0.15
H -3.178 0.178 -3.091 -0.267 -0.135 -0.028 0.11
```
Positions in Å, forces in eV/Å.

(2)
The following is a DFT calculation (the ωB97M-V functional and the def2-TZVPD basis) of a single C16H15NO4S molecule.

The calculation puts the energy above the lowest of the compared OMol25 structures with the same formula, charge and spin at 0.7080 eV. Its strongest force on any atom is 0.90 eV Å⁻¹.

Geometry as XYZ:
```
37
Properties=species:S:1:pos:R:3:forces:R:3:lowdin_charge:R:1
O 3.382 2.457 -0.027 -0.005 -0.055 -0.050 0.11
C 2.208 2.473 -0.297 0.495 0.034 0.167 -0.49
O 1.357 3.345 0.259 -0.518 0.285 0.113 0.11
H 1.836 3.931 0.866 0.143 -0.235 -0.174 0.14
C 1.554 1.545 -1.251 -0.296 -0.105 -0.186 -0.11
C 0.196 1.636 -1.539 0.292 0.150 0.071 0.01
C -0.366 0.720 -2.402 -0.562 -0.077 -0.267 -0.26
C 0.389 -0.269 -3.002 -0.029 -0.010 -0.092 -0.04
C 1.747 -0.347 -2.731 -0.037 0.057 -0.008 -0.04
C 2.325 0.549 -1.851 -0.028 0.134 0.099 0.01
H 3.376 0.498 -1.609 0.073 -0.008 0.015 0.12
H 2.348 -1.112 -3.198 0.042 -0.064 -0.036 0.11
H -0.103 -0.963 -3.666 0.005 -0.136 -0.062 0.12
S -2.148 0.753 -2.644 0.020 0.376 0.180 0.67
O -2.524 -0.386 -3.420 0.237 -0.213 0.175 -0.28
O -2.579 2.049 -3.072 0.080 0.163 0.191 -0.28
N -2.713 0.592 -1.068 -0.025 0.310 -0.848 -0.05
C -1.957 -0.197 -0.192 0.237 -0.640 0.552 -0.32
C -1.543 -1.456 -0.614 -0.098 -0.093 0.155 -0.03
C -0.739 -2.238 0.201 -0.020 0.128 0.006 0.00
C -0.357 -1.755 1.436 -0.002 0.144 0.022 -0.19
C -0.788 -0.503 1.865 0.058 -0.149 -0.117 -0.18
C -1.584 0.285 1.062 -0.159 -0.054 -0.240 0.03
H -1.913 1.262 1.388 -0.010 0.169 0.022 0.12
C -0.258 -0.206 3.237 0.018 0.064 0.124 -0.13
H 0.082 0.824 3.342 -0.041 0.035 0.054 0.11
H -1.044 -0.378 3.978 -0.009 0.045 0.052 0.12
C 0.881 -1.225 3.399 0.009 -0.035 0.068 -0.17
H 1.019 -1.532 4.434 0.075 0.026 0.013 0.11
H 1.814 -0.781 3.048 0.020 0.005 0.013 0.11
C 0.501 -2.401 2.484 0.060 -0.110 0.066 -0.13
H 1.373 -2.902 2.065 -0.001 -0.070 0.026 0.11
H -0.083 -3.146 3.031 0.039 -0.063 0.027 0.12
H -0.417 -3.212 -0.135 0.035 -0.115 -0.063 0.12
H -1.857 -1.803 -1.584 -0.036 -0.136 -0.078 0.11
H -3.004 1.483 -0.695 -0.021 0.162 -0.112 0.12
H -0.410 2.411 -1.097 -0.039 0.082 0.122 0.13
```
Positions in Å, forces in eV/Å.

(3)
The following is a DFT calculation (the ωB97M-V functional and the def2-TZVPD basis) of a single C16H16BrN3O2S molecule in a non-equilibrium geometry.

The calculation puts the energy above the lowest of the compared OMol25 structures with the same formula, charge and spin at 14.1091 eV. Its strongest force on any atom is 16.43 eV Å⁻¹.

Geometry as XYZ:
```
39
Properties=species:S:1:pos:R:3:forces:R:3:lowdin_charge:R:1
C -0.862 -2.608 1.333 2.067 0.352 -0.012 0.00
C 0.514 -2.457 0.937 -14.402 -0.304 -7.903 -0.11
C 1.036 -2.237 -0.488 -9.031 -6.558 -0.270 -0.34
N 2.003 -1.397 -0.606 4.479 -1.126 -2.000 -0.02
C 3.271 -1.894 -0.759 -2.151 6.267 2.115 -0.95
S 3.738 -3.355 -0.585 1.672 -4.462 -0.339 0.79
N 4.076 -0.832 -0.573 5.739 4.147 -1.013 0.01
N 3.800 0.651 -0.693 0.314 -2.664 2.704 0.09
C 4.026 1.353 0.472 2.769 -1.024 4.230 -0.32
O 4.657 0.813 1.530 -3.616 3.003 -5.597 -0.06
C 3.532 2.977 0.491 0.931 -4.051 -3.624 -0.01
O 2.370 3.014 -0.477 2.408 -0.860 2.942 -0.11
C 1.336 2.087 -0.151 0.366 3.858 4.158 -0.22
C 0.321 2.404 -0.931 -4.608 -6.039 2.622 0.03
C -0.938 1.658 -0.861 3.130 0.155 8.038 -0.08
C -2.050 1.668 -1.550 1.796 3.822 -7.412 -0.11
C -3.125 0.900 -1.375 -4.475 -0.256 -0.953 -0.15
C -3.371 0.322 -0.133 4.369 2.710 -3.686 -0.77
C -2.243 0.435 0.665 -7.623 -1.590 -2.699 -0.13
C -1.148 1.019 0.604 1.787 4.542 -11.529 -0.21
C -0.111 0.933 1.329 4.849 -1.366 11.860 -0.13
C 1.009 1.657 1.324 3.626 -0.183 -5.095 0.06
H 1.908 1.623 1.960 -1.115 -0.280 0.222 0.11
H -0.268 0.451 2.519 0.140 0.992 -3.479 0.21
H -2.496 -0.028 1.418 -1.407 -4.757 8.677 0.03
Br -4.910 -0.485 0.096 -2.649 -1.780 1.199 0.91
H -3.953 0.894 -2.150 1.201 0.023 0.898 0.13
H -1.798 2.396 -2.635 -1.536 -2.404 2.877 0.21
H 0.376 2.826 -1.774 1.296 4.026 -6.306 0.05
H 3.433 3.119 1.553 -0.652 0.811 0.120 0.10
H 4.389 3.499 -0.031 -1.254 -0.138 0.933 0.14
H 3.457 1.092 -1.521 -0.256 -0.132 -0.465 0.14
H 5.149 -0.917 -0.483 -2.755 -0.343 -0.291 0.18
H 1.688 -0.527 -0.415 0.367 3.854 0.537 0.08
H 1.262 -3.358 -0.769 -0.101 2.430 -0.256 0.12
H 0.113 -1.846 -1.109 1.326 -1.176 0.818 0.16
H 1.150 -2.424 1.536 9.960 0.314 9.912 -0.04
H -1.243 -2.714 2.531 1.374 0.211 -3.744 0.11
H -1.695 -2.601 0.506 1.666 -0.024 1.814 0.07
```
Positions in Å, forces in eV/Å.

(4)
The following is a DFT calculation (the ωB97M-V functional and the def2-TZVPD basis) of 4 unconnected molecules or ions with the total composition C16H16Cl3N3 in a non-equilibrium geometry.

The calculation puts the energy above the lowest of the compared OMol25 structures with the same formula, charge and spin at 1.0767 eV. Its strongest force on any atom is 3.14 eV Å⁻¹.

Geometry as XYZ:
```
38
Properties=species:S:1:pos:R:3:forces:R:3:lowdin_charge:R:1
N 2.197 3.784 -4.195 -0.307 -0.144 1.067 0.05
C 2.875 4.911 -4.244 0.504 0.317 -0.241 -0.17
C 3.365 5.596 -3.129 0.285 -0.871 0.686 -0.07
C 3.271 4.936 -1.917 -0.382 -0.572 0.026 -0.08
C 2.509 3.752 -1.811 0.277 0.715 -0.036 -0.07
C 1.941 3.262 -2.960 0.688 -0.140 -1.901 -0.15
H 3.205 5.197 -5.231 -0.325 0.443 -0.243 0.10
H 3.965 6.493 -3.156 -0.045 0.047 -0.472 0.10
H 3.886 5.257 -1.089 -0.316 0.261 0.277 0.10
H 2.400 3.230 -0.872 0.057 -0.024 0.044 0.10
H 1.465 2.302 -3.089 -0.429 0.004 0.763 0.05
N -3.678 1.619 5.032 0.805 -0.753 -1.237 0.06
C -5.002 1.567 5.154 1.730 0.174 0.881 -0.18
C -5.781 1.046 4.196 -2.091 -0.422 -1.050 -0.13
C -5.281 0.587 3.019 1.786 -0.389 -1.557 -0.07
C -3.866 0.621 2.774 -1.610 0.863 1.879 -0.05
C -3.129 1.124 3.857 -1.158 0.537 0.865 -0.12
H -5.517 1.869 6.054 0.572 0.460 0.400 0.11
H -6.848 1.068 4.359 -0.172 -0.224 -0.080 0.11
H -5.982 0.219 2.284 0.127 -0.070 -0.250 0.10
H -3.398 0.393 1.828 -0.142 -0.277 0.144 0.03
H -2.050 1.157 3.805 0.108 0.132 0.059 0.09
N 1.361 -4.256 0.805 -2.014 -0.248 -1.315 0.04
C 0.824 -4.629 -0.429 1.399 0.595 2.749 -0.14
C 1.539 -5.359 -1.331 0.288 -0.907 -0.112 -0.10
C 2.836 -5.783 -1.000 0.338 1.851 1.638 -0.06
C 3.388 -5.314 0.232 -0.573 -0.390 -0.908 -0.05
C 2.578 -4.608 1.162 -0.075 -0.155 -2.284 -0.16
H -0.203 -4.340 -0.597 -0.028 0.159 -0.032 0.09
H 1.057 -5.646 -2.254 0.144 -0.071 -0.182 0.10
H 3.460 -6.289 -1.723 0.002 -0.151 0.080 0.10
H 4.449 -5.420 0.399 0.022 -0.373 0.255 0.09
H 2.884 -4.200 2.114 0.462 -0.294 0.087 0.10
C -0.952 -0.958 -1.584 0.691 0.515 -0.188 -1.49
Cl 0.481 0.103 -1.680 -0.086 -0.079 0.017 0.51
Cl -1.824 -0.874 -3.128 -0.126 -0.053 0.589 0.53
Cl -1.899 -0.460 -0.154 0.157 -0.571 -0.783 0.54
H -0.523 -1.956 -1.500 -0.562 0.106 0.364 -0.01
```
Positions in Å, forces in eV/Å.

(5)
The following is a DFT calculation (the ωB97M-V functional and the def2-TZVPD basis) of a molecular structure, C16H16ClN14O4STl in a non-equilibrium geometry.

Its charge is -2. Its strongest force on any atom is 1.62 eV Å⁻¹.

Geometry as XYZ:
```
53
Properties=species:S:1:pos:R:3:forces:R:3:lowdin_charge:R:1
Tl -0.324 -0.412 -0.630 -0.023 0.137 -0.603 0.82
C -3.120 -4.141 0.186 0.027 -0.021 0.073 -0.07
C -3.107 -4.275 1.565 0.049 -0.018 -0.139 -0.08
C -2.084 -3.692 2.286 0.125 0.105 0.020 -0.02
C -1.083 -2.990 1.608 -0.557 -0.419 -0.066 -0.21
N -1.120 -2.856 0.285 0.236 -0.001 0.245 0.04
C -2.105 -3.400 -0.400 -0.360 -0.290 -0.094 -0.15
C 0.032 -2.334 2.316 0.567 0.121 0.645 -0.25
C 0.375 -2.685 3.618 -0.296 -0.011 -0.116 -0.05
C 1.458 -2.036 4.216 0.112 0.129 -0.129 -0.11
C 2.081 -1.016 3.555 0.117 -0.157 0.038 -0.08
C 1.586 -0.632 2.280 0.519 -1.020 -0.094 -0.21
N 0.708 -1.417 1.626 0.270 -0.164 -0.032 0.01
H -3.906 -4.582 -0.408 -0.041 0.053 -0.100 0.10
H -3.893 -4.822 2.071 -0.026 0.015 0.026 0.10
H -2.081 -3.753 3.364 0.045 0.021 0.056 0.10
H -2.081 -3.233 -1.468 -0.053 0.044 -0.140 0.11
H -0.131 -3.480 4.144 -0.067 -0.051 -0.030 0.08
H 1.812 -2.365 5.186 0.003 0.047 0.053 0.09
H 2.922 -0.494 3.982 0.077 0.100 0.051 0.09
H 2.207 -0.018 1.642 -0.001 0.157 0.044 0.10
N -2.351 2.335 1.081 -0.277 0.442 -0.217 0.11
C -1.283 1.958 1.847 1.037 -0.304 0.679 -0.47
N -0.887 2.593 2.963 -0.762 0.340 -0.385 0.01
N 0.173 1.920 3.380 0.489 -0.142 0.190 -0.07
N 0.395 0.944 2.564 -0.321 0.527 0.215 -0.11
N -0.485 0.926 1.579 -0.774 0.621 -0.023 -0.01
C -3.189 1.398 0.492 -0.621 -0.434 -0.337 -0.51
N -4.506 1.598 0.422 0.468 0.310 0.279 -0.02
N -4.964 0.514 -0.205 -0.571 -0.111 -0.240 -0.16
N -3.992 -0.281 -0.495 -0.059 -0.599 -0.299 -0.13
N -2.833 0.241 -0.079 0.119 0.725 0.612 -0.10
H -2.853 3.135 1.437 0.062 -0.178 0.022 0.12
O 3.713 -0.934 -3.449 1.044 0.204 -0.193 -0.40
Cl 2.301 -1.247 -3.446 0.448 -0.184 -0.505 0.58
O 2.020 -2.063 -4.578 -0.310 -0.584 -0.774 -0.35
O 2.003 -1.947 -2.245 -0.306 -0.643 0.994 -0.41
O 1.565 -0.033 -3.515 -0.679 0.806 -0.102 -0.40
C 0.766 4.159 -4.398 -0.009 0.199 0.054 -0.11
C 1.203 4.604 -3.003 -0.054 -0.034 -0.219 -0.26
C 1.684 3.433 -2.231 0.769 -0.030 -0.272 -0.62
N 1.051 2.891 -1.266 -0.927 1.018 -0.260 0.02
N 1.613 1.793 -0.777 0.722 -1.186 0.838 -0.07
C 2.712 1.458 -1.372 0.323 0.886 -0.465 -0.73
N 3.505 0.422 -1.019 0.317 -0.376 0.265 0.10
S 3.176 2.576 -2.650 -0.611 -0.007 0.523 1.04
H 0.372 5.003 -4.962 -0.036 0.051 -0.130 0.06
H -0.003 3.395 -4.318 -0.067 -0.075 -0.029 0.08
H 1.609 3.732 -4.938 0.017 -0.042 -0.114 0.06
H 0.359 5.034 -2.461 0.088 0.001 0.049 0.11
H 2.000 5.348 -3.077 -0.062 0.112 0.016 0.10
H 2.978 -0.272 -0.498 0.120 -0.057 -0.105 0.07
H 3.999 0.000 -1.809 -0.301 -0.032 0.226 0.05
```
Positions in Å, forces in eV/Å.

(6)
The following is a DFT calculation (the ωB97M-V functional and the def2-TZVPD basis) of a single C16H16ClN3O3 molecule.

The calculation puts the energy above the lowest of the compared OMol25 structures with the same formula, charge and spin at 0.1883 eV. Its strongest force on any atom is 0.53 eV Å⁻¹.

Geometry as XYZ:
```
39
Properties=species:S:1:pos:R:3:forces:R:3:lowdin_charge:R:1
O 0.172 -1.524 2.022 -0.224 -0.071 0.359 0.05
C 1.139 -0.976 1.525 0.402 0.269 -0.084 -0.48
N 1.826 -1.470 0.482 0.279 -0.017 -0.220 0.10
H 2.591 -0.932 0.106 -0.061 0.019 0.122 0.15
C 1.454 -2.698 -0.184 -0.416 -0.047 -0.079 -0.14
H 2.337 -3.113 -0.672 -0.060 -0.026 0.056 0.13
H 1.105 -3.397 0.583 0.147 -0.024 -0.098 0.13
C 0.337 -2.491 -1.214 0.200 -0.127 -0.148 -0.15
N -0.864 -2.015 -0.569 0.011 -0.211 0.104 0.07
C -1.493 -0.887 -0.976 -0.049 -0.296 0.087 -0.46
O -1.211 -0.299 -2.004 -0.002 0.267 -0.140 0.06
C -2.567 -0.422 -0.051 -0.302 0.201 0.153 -0.11
C -3.332 -1.279 0.734 0.066 0.204 -0.055 -0.01
C -4.293 -0.737 1.570 0.032 0.023 -0.039 -0.05
C -4.452 0.641 1.592 -0.149 -0.281 0.153 -0.14
N -3.738 1.464 0.843 -0.085 0.524 0.060 0.07
C -2.829 0.945 0.041 0.286 -0.312 -0.254 -0.08
H -2.269 1.646 -0.563 0.093 -0.025 -0.108 0.11
H -5.187 1.111 2.232 -0.084 -0.057 0.084 0.10
H -4.908 -1.371 2.190 -0.061 -0.031 0.050 0.10
H -3.200 -2.350 0.678 0.028 -0.074 0.008 0.12
H -1.008 -2.328 0.382 0.016 0.215 -0.064 0.11
H 0.619 -1.747 -1.965 0.004 -0.161 0.079 0.12
H 0.140 -3.444 -1.718 0.104 0.084 -0.039 0.12
C 1.688 0.333 2.094 -0.330 -0.046 0.327 -0.09
O 2.664 0.961 1.304 0.110 0.076 -0.304 -0.09
C 2.282 1.572 0.139 0.085 0.177 -0.087 -0.30
C 0.997 1.564 -0.386 0.084 -0.071 0.220 -0.01
C 0.731 2.183 -1.595 0.041 0.053 -0.068 -0.07
C 1.738 2.826 -2.290 -0.038 0.034 -0.007 -0.08
C 3.024 2.850 -1.777 -0.030 -0.083 0.099 -0.10
C 3.293 2.223 -0.576 -0.081 -0.111 0.140 -0.59
Cl 4.898 2.219 0.067 0.162 0.048 -0.011 0.71
H 3.824 3.346 -2.305 0.100 0.037 -0.025 0.11
H 1.528 3.306 -3.233 -0.023 0.047 -0.097 0.10
H -0.267 2.132 -2.002 -0.104 -0.027 -0.031 0.10
H 0.197 1.062 0.137 -0.087 -0.062 0.064 0.10
H 0.845 0.999 2.318 0.075 -0.125 -0.073 0.14
H 2.189 0.098 3.039 -0.140 0.007 -0.133 0.15
```
Positions in Å, forces in eV/Å.

| no. | LUMO level (Ha) | energy (eV) |
| --- | --- | --- |
| 1 | 0.01250 | -37168.296 |
| 2 | -0.00067 | -37351.374 |
| 3 | -0.00747 | -106280.690 |
| 4 | 0.02102 | -58887.087 |
| 5 | 0.15660 | -73947.396 |
| 6 | 0.02218 | -39987.897 |